[1]
Molecular formula: C5H5NO
Method: DFT, ωB97M-V/def2-TZVPD

Results
HOMO level = -0.39348 hartree
Net charge = 0
SMILES = C#C[C@@H](C#N)CO
Relative energy (zero: lowest compared OMol25 entry of this formula, charge and spin) = 3.071 eV
LUMO level = 0.35 eV

CARTESIAN COORDINATES (ANGSTROEM)
O  -1.89  0.36  0.77
C  -0.83  -0.53  0.96
C  0.20  -0.41  -0.17
C  0.52  0.98  -0.53
C  0.66  1.71  -1.47
C  1.44  -1.16  0.05
N  2.43  -1.74  0.18
H  -1.55  1.26  0.87
H  -0.32  -0.38  1.93
H  -1.25  -1.53  0.93
H  -0.26  -0.80  -1.09
H  0.76  2.18  -2.41

---

[2]
Molecular formula: C5H5NO
Method: DFT, ωB97M-V/def2-TZVPD

Results
HOMO level = -0.35118 hartree
Net charge = 0
Relative energy (zero: lowest compared OMol25 entry of this formula, charge and spin) = 4.783 eV
LUMO level = 1.09 eV

CARTESIAN COORDINATES (ANGSTROEM)
O  1.51  -0.38  0.62
C  0.25  -1.05  0.48
C  -0.87  -0.04  0.87
C  -0.35  1.15  0.17
C  0.99  0.55  -0.36
C  0.03  -0.51  -0.94
N  -1.24  0.16  -0.55
H  0.17  -2.09  0.78
H  -1.58  -0.05  1.69
H  -0.86  2.04  -0.13
H  1.77  1.15  -0.82
H  0.11  -0.98  -1.91

---

[3]
Molecular formula: C5H5NO
Method: DFT, ωB97M-V/def2-TZVPD

Results
HOMO level = -0.37339 hartree
Net charge = 0
Relative energy (zero: lowest compared OMol25 entry of this formula, charge and spin) = 2.582 eV
LUMO level = 0.87 eV

CARTESIAN COORDINATES (ANGSTROEM)
N  2.48  1.70  -0.56
C  1.84  0.75  -0.38
C  1.01  -0.44  -0.17
O  0.60  -0.61  1.20
C  -0.77  -0.63  0.79
C  -1.15  0.67  0.18
C  -0.44  -0.36  -0.65
H  1.54  -1.33  -0.53
H  -1.43  -1.34  1.27
H  -2.21  0.80  -0.06
H  -0.64  1.58  0.49
H  -0.82  -0.79  -1.57

---

[4]
Molecular formula: C5H5NO
Method: DFT, ωB97M-V/def2-TZVPD

Results
HOMO level = -0.33035 hartree
Net charge = 0
Relative energy (zero: lowest compared OMol25 entry of this formula, charge and spin) = 6.006 eV
LUMO level = 0.18 eV

CARTESIAN COORDINATES (ANGSTROEM)
N  -1.22  2.74  0.82
C  -0.72  1.75  0.52
C  -0.12  0.47  0.14
C  1.26  0.30  -0.39
C  0.38  -1.35  0.10
C  -0.89  -0.69  -0.43
O  0.40  -0.32  1.25
H  1.60  0.05  -1.37
H  1.94  0.99  0.18
H  0.25  -2.37  0.54
H  -1.09  -0.68  -1.51
H  -1.80  -0.89  0.14

---

[5]
Molecular formula: C5H5NO
Method: DFT, ωB97M-V/def2-TZVPD

Results
HOMO level = -0.39781 hartree
Net charge = 0
SMILES = C#C[C@@H](C#N)CO
Relative energy (zero: lowest compared OMol25 entry of this formula, charge and spin) = 2.757 eV
LUMO level = 0.61 eV

CARTESIAN COORDINATES (ANGSTROEM)
O  0.95  -2.00  0.31
C  1.12  -0.62  0.54
C  0.30  0.19  -0.49
C  -1.16  0.02  -0.36
C  -2.31  0.32  -0.22
C  0.42  1.65  -0.35
N  0.31  2.80  -0.25
H  0.01  -2.21  0.43
H  0.83  -0.33  1.56
H  2.18  -0.41  0.41
H  0.65  -0.11  -1.48
H  -3.30  0.71  -0.10

---

[6]
Molecular formula: C5H5NO
Method: DFT, ωB97M-V/def2-TZVPD

Results
HOMO level = -0.37081 hartree
Net charge = 0
SMILES = C#CC(=O)[C@H]1CN1
Relative energy (zero: lowest compared OMol25 entry of this formula, charge and spin) = 3.105 eV
LUMO level = 0.05 eV

CARTESIAN COORDINATES (ANGSTROEM)
O  -1.58  0.28  1.18
C  -0.61  -0.27  0.69
C  -0.53  -1.72  0.54
C  -0.37  -2.89  0.36
C  0.58  0.43  0.13
C  0.34  1.33  -1.04
N  0.68  1.87  0.25
H  -0.28  -3.95  0.24
H  1.52  -0.11  0.15
H  -0.68  1.43  -1.41
H  1.11  1.39  -1.80
H  -0.17  2.20  0.72

---

[7]
Molecular formula: C5H5NO
Method: DFT, ωB97M-V/def2-TZVPD

Results
HOMO level (spin up / spin down) = -0.27850 / -0.27855 hartree
Net charge = 0
Relative energy (zero: lowest compared OMol25 entry of this formula, charge and spin) = 5.728 eV
LUMO level (spin up / spin down) = 0.38 / 0.38 eV

CARTESIAN COORDINATES (ANGSTROEM)
N  1.78  1.53  -0.21
C  1.84  0.44  0.20
C  0.99  -0.74  0.33
O  0.10  -0.63  1.51
C  -0.99  -0.58  0.69
C  -0.61  0.97  -0.59
C  -0.27  -0.46  -0.55
H  1.45  -1.73  0.29
H  -1.96  -0.83  1.10
H  -1.00  1.39  -1.52
H  -0.55  1.65  0.24
H  -0.58  -0.99  -1.45

---

[8]
Molecular formula: C5H5NO
Method: DFT, ωB97M-V/def2-TZVPD

Results
HOMO level = -0.32516 hartree
Net charge = 0
Relative energy (zero: lowest compared OMol25 entry of this formula, charge and spin) = 4.931 eV
LUMO level = 0.49 eV

CARTESIAN COORDINATES (ANGSTROEM)
O  1.16  -0.70  1.53
C  0.78  0.39  -0.51
C  -0.47  0.09  -1.15
C  -0.63  -0.80  0.03
C  -0.10  -1.17  1.17
C  -1.42  1.19  -1.17
N  -2.13  2.10  -1.16
H  1.05  0.01  2.18
H  0.94  1.32  0.05
H  1.70  -0.10  -0.80
H  -0.39  -0.46  -2.07
H  -0.50  -1.87  1.90